No. 1
A 2-piece molecular cluster, C5H15NO2 overall at a distorted geometry, computed with ωB97M-V/def2-TZVPD.

Calculated values
- ⟨S²⟩ = 0.754
- net charge = +1
- HOMO-LUMO gap (spin up / spin down) (Ha) = 0.4068 / 0.2250
- multiplicity = 2
- relative energy (zero: lowest compared OMol25 entry of this formula, charge and spin) (eV) = 1.485

Positions of all 23 atoms, in Å:
C 1.7050 -1.9837 -0.4859
N 0.7789 -0.9043 -0.5138
C -0.2025 -0.7876 0.5710
C -0.8822 0.5899 0.4542
C -0.0877 1.7357 1.0805
O -0.1879 2.9086 0.2702
C -1.1891 -1.9477 0.4367
H 1.3374 -2.8883 -0.9727
H 2.5290 -1.6966 -1.1469
H 1.9897 -2.2396 0.5278
H 0.3560 -0.6672 -1.4156
H 0.3121 -0.8651 1.5315
H -0.9825 0.7747 -0.6231
H -1.9064 0.5396 0.7891
H -0.4230 1.9021 2.1003
H 0.9886 1.5412 1.1109
H -0.8491 3.4907 0.6716
H -0.6853 -2.9162 0.4673
H -1.8309 -1.8969 -0.4433
H -1.7976 -1.9826 1.3386
H 0.0297 3.1317 -1.6994
H 0.7227 1.7538 -1.7613
O 0.2750 2.4078 -2.2877

Table of natural (NBO) atomic charges, one value per atom, all in e: C -0.4858; N -0.1081; C -0.0906; C -0.4496; C -0.0735; O -0.7295; C -0.6096; H 0.2858; H 0.2765; H 0.2513; H 0.4178; H 0.2386; H 0.2292; H 0.2424; H 0.1989; H 0.1778; H 0.4910; H 0.2287; H 0.2396; H 0.2659; H 0.4993; H 0.4363; O -0.9322

No. 2
One molecule with the formula C6H10O at a distorted geometry, computed with ωB97M-V/def2-TZVPD.

Calculated values
- HOMO-LUMO gap (Ha) = 0.3649
- SMILES = C[C@H]1C[C@H]1CC=O
- relative energy (zero: lowest compared OMol25 entry of this formula, charge and spin) (eV) = 2.679

Positions of all 17 atoms, in Å:
C -2.4012 0.0134 0.0341
C -1.0671 0.6520 -0.1090
C -0.0299 0.9408 0.8851
C 0.2174 0.0025 -0.4710
C 1.1841 -1.1047 -0.1856
C 2.5814 -0.4774 -0.3409
O 2.8028 0.6800 -0.6037
H -3.1573 0.7977 0.0875
H -2.4711 -0.6386 0.9063
H -2.5697 -0.5835 -0.8690
H -1.0732 1.5425 -0.7261
H 0.5234 1.8629 0.9665
H -0.2698 0.5584 1.8975
H 0.4151 0.3078 -1.5130
H 1.1810 -1.9860 -0.8461
H 1.0954 -1.4443 0.8458
H 3.4316 -1.1774 -0.2073

Table of natural (NBO) atomic charges, one value per atom, all in e: C -0.6064; C -0.2206; C -0.4005; C -0.2409; C -0.5115; C 0.4489; O -0.5183; H 0.2130; H 0.2063; H 0.2132; H 0.2122; H 0.2179; H 0.2084; H 0.2225; H 0.2192; H 0.2324; H 0.1040

No. 3
C2I2N2O2 as an isolated structure at a distorted geometry, computed with ωB97M-V/def2-TZVPD.

Calculated values
- HOMO-LUMO gap (Ha) = 0.3000
- relative energy (zero: lowest compared OMol25 entry of this formula, charge and spin) (eV) = 1.204

Positions of all 8 atoms, in Å:
C 0.3389 0.0871 -0.7033
C 1.5459 0.0204 -0.2465
N -0.7853 0.1141 -1.1826
N -1.6834 -0.0648 0.9579
O -2.6768 -0.1378 1.5743
O -1.9172 0.0876 -0.4612
I 2.7037 1.7558 0.0511
I 2.4742 -1.8625 0.0104

Table of natural (NBO) atomic charges, one value per atom, all in e: C 0.2211; C -0.5025; N -0.1057; N 0.3636; O -0.2124; O -0.2347; I 0.2380; I 0.2326

No. 4
A 8-piece molecular cluster, C34H71NO14S7 overall at a distorted geometry, computed with ωB97M-V/def2-TZVPD.

Calculated values
- HOMO-LUMO gap (Ha) = 0.3167
- SMILES = O=S1(=O)CCCC1.O=S1(=O)CCCC1.O=S1(=O)CCCC1.O=S1(=O)CCCC1.O=S1(=O)CCCC1.O=S1(=O)CCCC1.O=S1(=O)CCCC1.CCN(CC)CC
- relative energy (zero: lowest compared OMol25 entry of this formula, charge and spin) (eV) = 2.554

Positions of all 127 atoms, in Å:
O -1.0342 4.1783 -2.2070
S -0.0717 3.3563 -1.4540
O 0.7461 4.1156 -0.4699
C -0.9626 1.9731 -0.6561
C -1.1303 0.8608 -1.7971
C 0.0745 0.7899 -2.6903
C 0.9090 2.1324 -2.5730
H -1.8922 2.4134 -0.2953
H -0.3850 1.7121 0.2307
H -1.3387 -0.1201 -1.3699
H -1.9910 1.1515 -2.3994
H -0.1215 0.5424 -3.7336
H 0.5679 -0.1094 -2.3217
H 1.2944 2.7699 -3.3687
H 1.7786 1.8648 -1.9728
O -3.3964 -4.5414 -12.3233
S -2.8479 -3.8289 -11.1686
O -2.3827 -2.4075 -11.2601
C -4.0420 -3.8151 -9.7905
C -3.6661 -5.0328 -8.8672
C -2.1820 -4.9510 -8.7202
C -1.6189 -4.8250 -10.1710
H -5.0563 -3.8124 -10.1896
H -3.8544 -2.8198 -9.3877
H -4.1400 -4.8233 -7.9082
H -4.1065 -5.8491 -9.4398
H -1.8019 -5.8499 -8.2349
H -1.7967 -4.2675 -7.9636
H -1.8161 -5.8696 -10.4119
H -0.5598 -4.6677 -10.3751
O -1.9424 14.1760 6.5074
S -1.6844 13.4972 5.2288
O -2.8624 13.3290 4.3413
C -0.3299 14.0972 4.1754
C 0.6434 12.8592 3.9931
C 0.0309 11.6130 4.4392
C -0.7712 11.9594 5.6411
H 0.1596 14.9718 4.6038
H -0.6919 14.4538 3.2111
H 1.0143 12.6905 2.9821
H 1.5171 13.0401 4.6193
H 0.6688 10.8018 4.7900
H -0.6309 11.2503 3.6526
H -0.1436 12.1802 6.5045
H -1.5500 11.2447 5.9072
O -6.5904 5.2792 6.0878
S -7.4208 4.5305 5.0840
O -7.1899 3.0646 4.8009
C -9.2709 4.5836 5.4801
C -9.8980 5.0939 4.0743
C -8.9886 6.1524 3.6188
C -7.5235 5.5599 3.4922
H -9.4024 5.3030 6.2883
H -9.5012 3.5325 5.6542
H -10.1859 4.4088 3.2769
H -10.8628 5.5424 4.3112
H -8.9448 7.0259 4.2693
H -9.2855 6.6043 2.6724
H -6.6096 6.1529 3.5285
H -7.3494 4.9459 2.6085
O -7.7572 -3.4632 0.1678
S -7.7991 -4.8893 0.6046
O -8.9868 -5.4651 1.1455
C -7.2847 -5.7775 -0.8965
C -5.7661 -5.9101 -0.7958
C -5.3897 -6.2867 0.6717
C -6.3412 -5.3708 1.6178
H -7.7360 -5.1486 -1.6639
H -7.7362 -6.7696 -0.8960
H -5.4948 -6.7394 -1.4491
H -5.0948 -5.1235 -1.1402
H -4.3481 -6.0132 0.8400
H -5.3096 -7.3458 0.9165
H -5.9207 -4.4397 1.9978
H -6.8188 -5.9935 2.3742
O 6.5282 -2.8841 -10.5415
S 6.7554 -2.7392 -9.0704
O 6.0047 -3.5313 -8.0973
C 8.6192 -2.7679 -8.7295
C 8.9275 -1.4729 -8.0201
C 8.0165 -0.4658 -8.7018
C 6.6474 -0.9614 -8.6709
H 8.8251 -2.7628 -9.7999
H 9.1277 -3.7081 -8.5161
H 8.7248 -1.3600 -6.9551
H 10.0022 -1.2930 -7.9919
H 8.2451 -0.1470 -9.7188
H 7.9167 0.4956 -8.1978
H 6.0150 -0.5747 -9.4702
H 6.1713 -1.0028 -7.6913
O 8.1990 -4.9836 -0.0776
S 8.5643 -3.7100 -0.6935
O 7.7630 -3.1029 -1.7258
C 8.9501 -2.4091 0.4892
C 9.9912 -1.6326 -0.2549
C 11.0651 -2.5867 -0.8874
C 10.2791 -3.7910 -1.3367
H 9.4561 -2.7966 1.3735
H 7.9725 -1.9663 0.6795
H 9.5322 -1.2466 -1.1651
H 10.3109 -0.7442 0.2899
H 11.6378 -2.6735 0.0359
H 11.6328 -2.1545 -1.7114
H 10.7413 -4.6564 -0.8617
H 10.1835 -3.6871 -2.4175
C -0.4589 -1.6056 9.0161
C -0.4853 -2.8696 8.1291
N 0.7694 -3.5333 7.8591
C 0.6815 -4.9106 7.1599
C -0.0566 -5.8608 8.0482
C 1.7877 -2.7814 7.2582
C 3.1954 -3.3623 7.2720
H -1.4507 -1.1860 9.1846
H 0.0702 -0.7170 8.6717
H -0.0566 -2.0022 9.9483
H -1.2138 -3.5851 8.5106
H -0.9046 -2.5616 7.1712
H 0.1535 -4.9981 6.2104
H 1.6638 -5.3826 7.1388
H 0.1566 -6.9256 7.9540
H 0.2237 -5.6299 9.0759
H -1.1101 -5.6031 8.1568
H 2.0206 -1.7983 7.6673
H 1.7529 -2.4328 6.2260
H 3.9099 -2.8408 6.6352
H 3.3293 -4.3152 6.7600
H 3.4204 -3.2598 8.3336

Here are the Mulliken charges for atoms 1 to 99, given in e: O -0.6067; S 0.9925; O -0.6306; C -0.6957; C -0.5842; C -0.5834; C -0.6269; H 0.4086; H 0.3446; H 0.3728; H 0.2715; H 0.2855; H 0.2744; H 0.4849; H 0.2928; O -0.6134; S 1.0218; O -0.6459; C -0.7637; C -0.5397; C -0.6071; C -0.6757; H 0.4277; H 0.3813; H 0.2910; H 0.3082; H 0.3159; H 0.3346; H 0.3299; H 0.4351; O -0.6497; S 1.0363; O -0.6264; C -0.5599; C -0.6738; C -0.4318; C -0.7835; H 0.3571; H 0.3428; H 0.3359; H 0.2780; H 0.2978; H 0.3109; H 0.3499; H 0.4165; O -0.6212; S 1.0288; O -0.6407; C -0.7030; C -0.5170; C -0.6502; C -0.6665; H 0.3735; H 0.3644; H 0.3044; H 0.3242; H 0.2980; H 0.3590; H 0.3996; H 0.3467; O -0.6475; S 1.0857; O -0.6294; C -0.7211; C -0.5686; C -0.6191; C -0.6705; H 0.4071; H 0.3228; H 0.3327; H 0.3250; H 0.2961; H 0.3425; H 0.4040; H 0.3404; O -0.6421; S 1.0329; O -0.6313; C -0.7633; C -0.4460; C -0.5987; C -0.6953; H 0.3405; H 0.4506; H 0.2541; H 0.3324; H 0.3129; H 0.3113; H 0.3778; H 0.3641; O -0.6567; S 1.0651; O -0.6165; C -0.5895; C -0.7511; C -0.6321; C -0.6054; H 0.2880; H 0.4032

No. 5
One molecule with the formula C4H7NOS2 at a distorted geometry, computed with ωB97M-V/def2-TZVPD.

Calculated values
- HOMO-LUMO gap (Ha) = 0.3088
- SMILES = COC(=S)NC(C)=S
- relative energy (zero: lowest compared OMol25 entry of this formula, charge and spin) (eV) = 3.780

Positions of all 15 atoms, in Å:
C -1.0925 -2.2723 1.6293
O -0.2586 -1.4094 0.6887
C -0.8314 -0.7053 -0.2722
S -2.3290 -1.1547 -0.7080
N 0.0428 0.1963 -0.8449
C 1.2951 0.7619 -0.4762
C 1.1624 2.4552 -1.0986
S 2.5079 0.2795 0.5165
H -0.3501 -2.8785 2.3028
H -1.8312 -2.9408 0.9169
H -1.7207 -1.6359 2.4539
H -0.3993 0.7291 -1.5066
H 0.5044 2.7791 -1.7916
H 1.2537 3.1607 -0.0342
H 2.0466 2.6352 -1.7758

Table of natural (NBO) atomic charges, one value per atom, all in e: C -0.3095; O -0.5055; C 0.3895; S -0.1613; N -0.6310; C 0.0865; C -0.6633; S 0.0408; H 0.2184; H 0.2406; H 0.2134; H 0.4090; H 0.2024; H 0.2447; H 0.2252

No. 6
One molecule with the formula C5H9N at a distorted geometry, computed with ωB97M-V/def2-TZVPD.

Calculated values
- HOMO-LUMO gap (Ha) = 0.3744
- SMILES = C=NC(=C)CC
- relative energy (zero: lowest compared OMol25 entry of this formula, charge and spin) (eV) = 1.417

Positions of all 15 atoms, in Å:
C -1.4248 1.5973 -0.4233
N -1.3413 0.4134 0.0060
C -0.1538 -0.2939 -0.3394
C 0.1850 -0.4489 -1.6143
C 0.5133 -1.0061 0.8000
C 1.7354 -0.3033 1.3795
H -2.2566 2.2583 -0.2216
H -0.5985 1.9733 -1.0353
H 1.0861 -0.9715 -1.9135
H -0.3916 -0.0882 -2.4565
H -0.1970 -1.3692 1.5435
H 0.8643 -1.9847 0.4420
H 1.4986 0.5984 1.9456
H 2.2637 -0.9585 2.0756
H 2.4581 -0.0364 0.6131

Table of natural (NBO) atomic charges, one value per atom, all in e: C -0.0423; N -0.4027; C 0.1487; C -0.4508; C -0.4468; C -0.5974; H 0.1763; H 0.1492; H 0.2005; H 0.2030; H 0.2293; H 0.2103; H 0.2049; H 0.2102; H 0.2076

No. 7
C5H6N2O2 as an isolated structure at a distorted geometry, computed with ωB97M-V/def2-TZVPD.

Calculated values
- HOMO-LUMO gap (Ha) = 0.3513
- relative energy (zero: lowest compared OMol25 entry of this formula, charge and spin) (eV) = 2.643

Positions of all 15 atoms, in Å:
C -2.1124 1.3569 0.5733
C -0.7364 1.8692 0.5281
C -1.9451 0.0088 0.3626
C 0.1158 -1.3691 -0.3814
C 2.0155 -0.9490 -0.7684
N 0.1077 0.9034 0.3137
N -0.6316 -0.2714 0.0982
O -0.2951 -2.4349 -0.7435
O 2.8893 -0.9956 0.2526
H -3.0754 1.7464 0.7169
H -0.3682 2.8348 0.6725
H -2.6681 -0.7694 0.3412
H 1.8264 0.0305 -1.2436
H 2.0995 -1.8061 -1.4429
H 2.7781 -0.1542 0.7208

Table of natural (NBO) atomic charges, one value per atom, all in e: C -0.3327; C -0.0021; C 0.0029; C 0.6474; C -0.0487; N -0.2734; N -0.2990; O -0.5560; O -0.6732; H 0.2347; H 0.2126; H 0.2297; H 0.1837; H 0.1897; H 0.4844